# 1
C3H3FO3 | ωB97M-V/def2-TZVPD

CARTESIAN COORDINATES (ANGSTROEM)
O -1.1472 -2.7082 1.6171
C -0.3462 -2.1458 0.9505
C 0.5911 -1.5776 0.1937
C 1.1769 -0.4302 0.8526
O 1.9315 0.3891 0.4170
F 0.7761 -0.4132 2.1375
H 0.5948 -1.7144 -0.8421
O -0.7505 0.8108 -0.0798
H -0.4433 1.4536 0.6302
H -0.2792 1.1738 -0.8032

Atoms 1-2, force components in eV/Å:
O 2.565 1.935 -2.154
C -2.378 -2.434 1.596

Properties
energy relative to the best compared isomer or geometry (same formula, charge and spin) = 0.6195 eV
energy = -12018.5965 eV
SMILES string = O=C=CC(=O)F.O

***

# 2
C56H49CdF9O2 | ωB97M-V/def2-TZVPD

CARTESIAN COORDINATES (ANGSTROEM)
Cd -23.6182 -10.2679 -0.3753
O -22.5579 -8.5559 0.3398
C -23.2801 -8.2363 1.5412
C -24.0585 -9.4092 2.2852
O -24.7048 -10.3652 1.3911
H -23.9685 -7.4203 1.3213
H -22.5827 -7.7704 2.2374
H -24.6943 -8.9405 3.0364
H -23.4605 -10.0685 2.9143
F -25.0732 -2.8895 -0.2632
C -24.1830 -3.5344 -0.9930
C -23.4802 -4.6337 -0.4431
C -22.5089 -5.2750 -1.2543
C -22.2791 -4.8656 -2.5720
C -23.0923 -3.7975 -3.0852
C -23.9642 -3.1378 -2.2852
H -23.7433 -4.9494 0.5557
H -21.9355 -6.0457 -0.7608
H -21.5173 -5.3988 -3.1214
H -22.9453 -3.4925 -4.1107
H -24.5426 -2.3171 -2.6831
F -22.3302 -4.4893 2.6390
C -21.1358 -4.7692 3.1279
C -20.4092 -5.7111 2.4570
C -19.1108 -5.9830 2.8459
C -18.5914 -5.3821 4.0343
C -19.3926 -4.4680 4.7158
C -20.6384 -4.0822 4.2068
H -20.7962 -6.1635 1.5559
H -18.5500 -6.6783 2.2389
H -17.6194 -5.6740 4.4036
H -19.0165 -3.9935 5.6100
H -21.1691 -3.2648 4.6722
F -28.8385 -9.5948 -0.7208
C -28.9351 -9.5168 0.6019
C -27.9010 -8.8490 1.2675
C -27.8471 -8.9359 2.6523
C -28.8769 -9.5262 3.3779
C -30.0011 -10.0154 2.7386
C -30.0750 -10.0314 1.3439
H -27.1608 -8.3813 0.6352
H -27.0262 -8.5584 3.2440
H -28.7845 -9.6505 4.4467
H -30.8740 -10.4750 3.1784
H -30.9215 -10.5258 0.8908
F -19.8897 -9.4015 -3.6533
C -19.1907 -8.3877 -3.0589
C -19.7390 -7.5590 -2.0470
C -18.9398 -6.4941 -1.5988
C -17.6253 -6.3247 -2.0761
C -17.1107 -7.1049 -3.0719
C -17.9039 -8.1865 -3.5782
H -20.6887 -7.6296 -1.5377
H -19.2929 -5.8323 -0.8218
H -16.9908 -5.5445 -1.6823
H -16.0816 -6.9467 -3.3590
H -17.5730 -8.6814 -4.4793
F -26.7084 -2.3428 5.2132
C -26.2894 -3.5812 5.0600
C -25.5598 -3.9495 3.8979
C -25.2301 -5.2850 3.6923
C -25.3862 -6.1971 4.6923
C -26.0182 -5.8696 5.8945
C -26.4935 -4.5449 6.0257
H -25.3610 -3.2403 3.1080
H -24.9460 -5.6558 2.7185
H -25.1102 -7.2142 4.4562
H -26.2392 -6.5557 6.6987
H -27.0324 -4.3293 6.9364
F -24.9254 -9.1944 -1.5697
C -25.6806 -8.3347 -2.1823
C -25.9400 -7.0956 -1.5687
C -26.8631 -6.2138 -2.1170
C -27.5462 -6.5848 -3.2411
C -27.2630 -7.7772 -3.8720
C -26.3144 -8.6926 -3.3591
H -25.3525 -6.9038 -0.6830
H -27.0220 -5.2827 -1.5934
H -28.2950 -5.9509 -3.6924
H -27.7792 -7.9312 -4.8081
H -26.1213 -9.6741 -3.7664
F -16.6878 -12.2091 1.2399
C -17.7354 -11.4337 1.6044
C -18.3108 -10.4240 0.7865
C -19.3290 -9.6117 1.2786
C -19.8206 -9.7957 2.5760
C -19.1983 -10.8016 3.3209
C -18.2471 -11.6117 2.8591
H -17.9495 -10.3366 -0.2275
H -19.8405 -8.8328 0.7325
H -20.6752 -9.2612 2.9640
H -19.6367 -10.9815 4.2914
H -18.0059 -12.5071 3.4127
F -24.8376 -11.5838 -1.3455
C -26.0478 -12.1863 -1.6332
C -26.9783 -12.3709 -0.6396
C -28.2253 -12.9768 -0.9794
C -28.3639 -13.3069 -2.3473
C -27.4887 -13.0117 -3.4083
C -26.2815 -12.3804 -2.9939
H -26.7949 -12.1193 0.3945
H -28.9657 -13.0685 -0.1984
H -29.2905 -13.8183 -2.5625
H -27.9003 -13.3099 -4.3612
H -25.4482 -12.0976 -3.6201
F -24.7529 -8.3613 9.5164
C -25.2370 -8.9642 8.4149
C -26.5685 -9.3913 8.3258
C -27.0607 -9.8929 7.1405
C -26.1907 -10.0385 6.0497
C -24.8504 -9.8480 6.1662
C -24.3451 -9.3378 7.4028
H -27.2944 -9.3174 9.1221
H -28.1270 -10.0594 7.0988
H -26.4884 -10.3684 5.0653
H -24.2536 -10.1259 5.3100
H -23.2930 -9.1608 7.5708

Atoms 1-2, force components in eV/Å:
Cd 3.068 1.062 3.027
O -0.559 -0.565 0.533

Properties
energy = -91977.5299 eV

***

Q: The lowest energy belongs to which entry?
A: C56H49CdF9O2

***

Q: What is the energy in the first record?
A: -12018.5965 eV

***

Q: Look up the energy of the first one.
A: -12018.5965 eV